[1]
Formula: C24H36Cl8F4O15
Source: the Open Molecules 2025 dataset
Level of theory: ωB97M-V with the def2-TZVPD basis set

Summary:
Total energy: -6145.711623 Ha
Total charge: 0
F_max: 3.89 eV Å⁻¹

Geometry as XYZ:
```
87
Properties=species:S:1:pos:R:3:forces:R:3
O -4.051211 0.847444 0.620815 0.76 -1.82 3.35
C -3.683582 0.514976 1.744434 0.43 1.59 -2.62
O -3.475524 1.453328 2.715066 0.70 -1.50 1.36
C -2.785306 0.767251 3.853500 -0.24 2.15 -0.73
C -2.950735 -0.682814 3.557627 0.78 0.88 -0.16
F -3.956487 -1.135184 4.328799 -0.76 -0.84 -0.23
O -3.220193 -0.735270 2.154463 -0.81 0.80 0.78
H -1.745058 1.081674 3.937850 0.23 -0.06 -0.89
H -3.162082 1.109694 4.817286 -0.82 -0.32 -0.26
H -2.018407 -1.167259 3.847761 -0.28 -0.76 -0.61
O -2.048559 5.006215 -5.021623 2.18 0.04 1.98
C -1.264417 4.784710 -4.111443 -2.08 0.35 -0.92
O -1.091160 3.578770 -3.591144 0.44 -2.19 0.82
C -0.275144 3.595213 -2.369728 0.04 2.04 -1.05
C 0.491812 4.924307 -2.673147 -1.76 0.04 1.18
F 1.580510 4.681792 -3.428236 0.26 -0.14 -1.08
O -0.548573 5.670295 -3.370286 1.81 -0.06 -0.43
H -0.929517 3.704738 -1.504923 0.07 0.03 -0.20
H 0.381331 2.735369 -2.236279 -0.21 -0.02 -0.63
H 0.873333 5.532897 -1.853295 -0.71 -0.06 0.16
O 3.834804 0.695861 -1.233524 2.69 -1.39 -1.36
C 4.783404 0.120335 -1.768158 -2.62 0.63 0.60
O 4.955391 -1.195165 -1.844421 -1.39 -2.05 1.69
C 6.324657 -1.518886 -1.992274 0.49 0.82 0.07
C 6.709537 -0.337521 -2.863527 -0.36 -0.73 0.27
F 6.389205 -0.711983 -4.117761 0.24 0.33 -1.04
O 5.772511 0.654139 -2.465208 1.60 1.85 -0.13
H 6.834167 -1.486351 -1.029239 -0.07 -0.07 0.15
H 6.490833 -2.484701 -2.469429 -0.34 0.23 -0.07
H 7.744569 -0.000541 -2.806448 -0.28 0.37 -0.07
O -1.583001 5.895491 -0.586833 -0.30 -0.90 2.98
C -1.644840 5.529625 0.573663 0.42 0.48 -0.41
O -0.646087 4.931876 1.284828 0.05 -0.44 -1.00
C -1.141453 4.419568 2.529637 2.33 0.09 0.17
C -2.400753 5.156036 2.743576 -1.17 -1.09 -2.29
F -2.152742 6.159190 3.556892 -0.24 1.63 1.44
O -2.685438 5.681203 1.446230 -0.67 0.17 -0.68
H -1.062170 3.333273 2.571770 -0.67 0.07 -0.40
H -0.465415 4.808773 3.290943 0.21 -0.20 0.06
H -3.268237 4.566660 3.040575 0.00 0.23 0.24
C -5.433104 -5.413707 -3.833790 -0.54 -0.36 -1.23
C -5.238764 -3.949519 -3.931611 0.02 0.39 -0.13
O -4.207469 -3.667083 -3.018157 -0.06 0.77 0.45
C -3.798215 -2.419688 -2.796049 0.87 1.74 -1.83
O -4.193744 -1.356847 -3.285552 0.22 -2.55 1.42
O -2.657511 -2.603264 -2.114643 -0.46 0.27 0.61
C -2.024692 -1.510389 -1.478414 0.49 1.00 -0.30
H -5.708569 -5.781485 -2.845371 -0.14 0.02 -0.26
H -4.571132 -5.935781 -4.249165 0.20 -0.03 0.45
H -6.182751 -5.522015 -4.617625 -0.64 -0.93 0.38
H -6.143476 -3.372614 -3.739842 0.04 0.04 0.31
H -4.947668 -3.738565 -4.960618 0.30 0.41 0.01
H -2.247646 -1.464384 -0.412447 0.08 -0.38 -0.02
H -2.283354 -0.532211 -1.883837 -0.46 -0.16 -0.29
H -0.962152 -1.627268 -1.691610 0.03 -0.17 0.46
Cl -0.670359 1.603416 0.465438 0.20 0.08 -0.03
C 0.928803 0.840763 0.284889 0.25 -0.80 0.03
C 1.189954 -0.140924 1.472972 0.49 1.49 -1.56
Cl -0.032760 -1.398848 1.614933 0.00 -0.10 0.07
H 1.739163 1.560324 0.168098 -0.20 0.43 0.84
H 0.986107 0.396282 -0.708716 -0.51 -0.69 0.22
H 1.242578 0.470481 2.373808 -0.06 -0.34 0.12
H 2.154413 -0.596410 1.248377 -0.01 -0.14 0.30
Cl -2.211902 -4.834253 5.752424 0.58 -0.02 -0.12
C -1.027607 -5.109364 4.410249 -1.00 -0.25 -0.58
C -1.280374 -4.064340 3.301691 1.53 -0.17 1.03
Cl -2.911926 -3.987871 2.711281 -0.60 -0.04 -0.17
H -1.223774 -6.126302 4.070469 0.00 0.11 -0.09
H -0.011896 -5.080263 4.804704 -0.14 0.33 -0.02
H -0.628085 -4.196724 2.438498 0.05 -0.33 0.17
H -0.975721 -3.122545 3.758110 -0.37 0.26 -0.19
Cl 2.709534 3.521492 2.384126 -0.49 0.21 0.23
C 4.281056 2.860645 1.989965 1.51 0.01 -0.46
C 4.778211 3.343629 0.638000 -1.63 0.23 -0.37
Cl 4.975389 5.135041 0.613828 0.37 -0.55 0.05
H 4.178727 1.776231 1.949115 0.15 0.03 0.15
H 5.045247 3.179635 2.698742 -0.43 -0.25 0.53
H 3.940779 3.158443 -0.034685 0.37 -0.04 -0.43
H 5.658863 2.812881 0.276258 0.08 0.31 0.24
Cl 1.565476 -3.086140 -1.943947 0.08 0.17 -0.03
C 2.590573 -3.459172 -0.533886 -0.34 -0.34 0.06
C 2.463399 -4.949384 -0.181860 -0.34 0.38 0.09
Cl 0.784993 -5.291866 0.349866 -0.18 0.06 0.23
H 2.221649 -2.872831 0.307670 -0.13 -0.05 -0.04
H 3.584899 -3.078811 -0.767871 0.09 -0.53 -0.02
H 3.085561 -5.201310 0.676942 0.18 -0.04 -0.28
H 2.559308 -5.652111 -1.009553 0.63 0.40 -0.01
```
Forces are in eV/Å.

---

[2]
Formula: C24H36F12N4O9P
Source: the Open Molecules 2025 dataset
Level of theory: ωB97M-V with the def2-TZVPD basis set

Summary:
Total energy: -3371.632750 Ha
Total charge: +1
F_max: 7.36 eV Å⁻¹

Geometry as XYZ:
```
86
Properties=species:S:1:pos:R:3:forces:R:3
C 0.991549 -0.711001 0.179315 -4.97 -2.69 -4.71
C 0.218923 -1.329823 -0.705188 3.38 3.64 3.88
C -0.846064 -1.939785 -1.766109 1.17 0.25 1.84
C -2.302109 -1.893037 -1.014724 -0.05 -1.30 -0.49
C -3.345207 -0.847120 -1.670610 3.60 -0.61 -0.80
N -4.139953 -0.039510 -0.680579 -3.93 -2.96 0.99
C -5.318150 0.465751 -1.490054 -3.91 0.75 -1.28
C -6.668951 -0.279292 -0.944951 0.41 0.68 2.82
P -7.164203 -1.925786 -1.749876 -1.28 -1.46 -1.94
N -8.386471 -2.735611 -0.712035 2.70 1.07 -0.11
O -5.845398 -3.049590 -1.797366 -0.54 1.56 1.95
N -6.271106 -0.462767 0.516141 3.14 0.08 -1.35
C -4.812539 -0.746201 0.422916 -1.48 1.19 -1.22
N -4.347599 -1.563074 1.395008 1.28 0.78 -0.19
H 1.431440 0.030916 0.947413 -0.76 -2.07 -1.83
H -0.509643 -3.033110 -1.954604 -0.74 1.91 0.26
H -0.835983 -1.355298 -2.759038 0.09 -0.84 1.68
H -2.742115 -2.965252 -1.149263 0.57 1.88 0.32
H -2.125383 -1.766213 0.111746 -0.24 0.10 -1.87
H -2.703131 -0.079535 -2.270510 -1.29 -1.17 1.16
H -3.966416 -1.419364 -2.447450 0.42 0.98 1.54
H -5.621385 1.570917 -1.417756 1.33 -1.40 0.27
H -5.378563 0.228083 -2.611508 1.27 0.35 1.62
H -7.603486 0.407388 -0.820775 1.55 -1.29 -1.15
H -8.685326 -3.601496 -1.190820 0.28 0.68 0.29
H -7.860077 -2.974025 0.146912 -1.00 -0.17 -0.22
H -5.580267 -3.343374 -0.890975 -0.21 0.02 -0.98
H -6.233557 0.511240 0.913496 -0.38 -1.07 0.35
H -4.712611 -2.523335 1.576275 -0.23 1.75 0.13
H -3.544525 -1.237655 1.961980 -0.16 -0.85 -1.04
C -2.792360 3.546870 -0.539469 0.35 -0.10 -0.12
C -3.551861 4.557823 -1.376341 -0.36 -0.33 0.47
O -2.641497 5.387327 -2.110211 0.45 0.01 -1.09
C -2.186903 4.877509 -3.280308 -1.34 -1.16 1.00
O -2.500992 3.793785 -3.714146 0.62 1.17 0.10
C -1.270415 5.878408 -3.980166 1.59 1.47 -1.12
F -0.397302 6.465956 -3.130649 -0.66 -0.58 -0.08
F -1.969816 6.879881 -4.561503 -0.11 -0.73 0.47
F -0.529039 5.313754 -4.955502 -0.75 -0.15 0.74
H -2.069460 4.049707 0.108230 -0.18 -0.03 0.00
H -3.477743 2.964887 0.081922 0.00 0.08 -0.01
H -2.227363 2.856117 -1.171514 -0.12 0.02 0.02
H -4.124782 5.219506 -0.721909 0.25 0.17 -0.22
H -4.266721 4.070944 -2.046682 0.26 0.10 -0.13
C 4.285120 3.768610 4.610850 -0.11 -0.36 -0.05
C 3.451199 4.713462 3.768007 0.58 0.40 0.74
O 2.831711 4.005989 2.681016 -1.38 -0.74 -0.49
C 1.673784 3.369480 2.969303 1.25 1.30 1.73
O 1.154494 3.364833 4.060119 -0.01 -0.42 -1.43
C 1.103721 2.705641 1.718052 -0.61 -0.79 -1.64
F 2.045331 2.061647 0.985511 -0.15 0.49 0.68
F 0.529769 3.601134 0.884798 0.30 -0.06 0.64
F 0.153612 1.785617 1.997617 0.48 0.56 0.36
H 5.010610 3.236840 3.989229 0.01 0.15 0.07
H 4.820582 4.316017 5.389582 -0.07 -0.02 -0.10
H 3.658878 3.010336 5.088333 0.03 0.16 0.04
H 4.096836 5.473939 3.321977 -0.21 -0.22 -0.27
H 2.704328 5.238711 4.370395 -0.08 -0.25 -0.18
C 9.851346 0.490688 3.545578 -0.09 0.36 0.02
C 9.241104 -0.441267 4.574118 0.33 -0.35 -0.70
O 8.904940 0.279305 5.770086 -1.13 0.65 0.63
C 7.713401 0.921203 5.762740 0.64 -1.21 -1.76
O 6.947016 0.918776 4.827761 0.40 0.37 1.26
C 7.463870 1.600060 7.107515 -0.23 1.10 1.94
F 8.557365 2.241128 7.579152 -0.37 -0.45 -0.62
F 7.103552 0.711972 8.062869 0.17 0.06 -0.80
F 6.478854 2.521976 7.053150 0.45 -0.64 -0.49
H 10.707365 1.023047 3.969011 -0.01 -0.18 -0.03
H 10.181207 -0.067275 2.666425 -0.04 0.01 0.11
H 9.131524 1.248646 3.225343 0.01 -0.16 -0.03
H 9.972105 -1.201837 4.859305 -0.14 0.22 0.29
H 8.368904 -0.966943 4.174712 -0.03 0.25 0.17
C -1.899756 -5.523985 -4.945924 -0.03 -0.32 -0.06
C -0.532929 -4.927859 -4.670852 -0.50 0.34 -0.29
O 0.341543 -5.915417 -4.106358 0.81 -0.67 -0.22
C 0.964455 -6.733547 -4.990254 -1.17 1.40 -1.01
O 0.819188 -6.672547 -6.187024 0.46 -0.46 1.31
C 1.897511 -7.697257 -4.260768 1.35 -1.65 0.93
F 1.333341 -8.227850 -3.150841 -0.10 0.51 -0.61
F 3.035311 -7.086801 -3.855489 -0.72 0.16 -0.37
F 2.275987 -8.739361 -5.028584 -0.54 0.92 0.10
H -2.309912 -5.979785 -4.040360 0.03 0.14 -0.02
H -2.591782 -4.756621 -5.300683 0.08 -0.04 0.02
H -1.840185 -6.312641 -5.700343 0.02 0.18 0.00
H -0.623626 -4.127512 -3.932093 0.24 -0.26 0.09
H -0.097154 -4.486053 -5.571716 0.06 -0.27 0.09
```
Forces are in eV/Å.

---

[3]
Formula: C24H36F3O19V
Source: the Open Molecules 2025 dataset
Level of theory: ωB97M-V with the def2-TZVPD basis set

Summary:
Total energy: -3609.287816 Ha
Total charge: 0
Relative energy (zero: lowest compared OMol25 entry of this formula, charge and spin): 53.64 kcal per mole
F_max: 4.21 eV Å⁻¹

Geometry as XYZ:
```
83
Properties=species:S:1:pos:R:3:forces:R:3
O -0.680630 9.958590 11.481740 -0.41 0.45 0.29
V -1.064640 11.095860 10.472800 0.11 -1.76 -3.15
O -1.568600 12.395650 11.184440 -0.29 0.18 0.50
C -1.443680 10.874300 7.414560 1.71 1.78 2.91
O -2.240090 11.755950 8.246440 -1.41 0.14 -0.17
O -0.739210 10.210430 8.446280 -0.97 0.48 -0.54
C -2.247520 10.069070 6.355610 -0.12 -2.20 -0.19
F -3.172450 9.329610 7.003280 0.32 0.15 -0.23
F -2.930450 10.736970 5.391560 0.73 0.52 0.95
F -1.438240 9.193180 5.643690 -0.62 1.19 1.20
C -2.954990 12.868180 7.733540 0.44 1.52 -0.05
C -3.358800 13.824040 8.849480 -0.50 -0.95 0.60
H -3.931340 13.274410 9.596610 -0.01 0.19 0.12
H -2.499570 14.256400 9.362230 -0.01 0.04 -0.20
H -4.009420 14.595630 8.437840 0.17 0.12 -0.04
H -3.822750 12.634900 7.116550 0.00 -0.54 0.03
H -2.318920 13.537930 7.154790 0.47 -0.54 -0.78
H -0.769900 11.604900 6.966970 0.22 -0.37 -1.15
C 1.190960 7.638620 13.541950 -0.17 1.43 0.16
C 1.955580 9.006180 13.426480 0.06 -0.66 -0.19
C 2.269570 9.804700 14.760540 1.05 -0.57 -1.66
O 3.702520 9.733420 14.809810 1.30 -0.33 -0.90
C 4.283140 9.284120 13.623780 0.26 -0.94 0.80
O 5.490700 9.216180 13.444090 -3.29 0.40 0.09
O 3.270320 8.802700 12.804090 1.20 0.72 1.38
H 0.139310 7.897610 13.664680 -0.13 0.14 0.28
H 1.473630 7.038910 14.407130 0.31 0.02 -0.15
H 1.163610 7.048780 12.625740 0.64 0.13 -0.03
H 1.465000 9.655200 12.701070 -0.38 -0.10 0.25
H 1.885970 9.381850 15.689050 -0.17 0.08 -0.24
H 2.085060 10.872700 14.644590 -0.71 -0.18 0.19
C -7.927530 9.470450 9.485950 0.25 -0.60 -0.43
C -6.801880 10.435520 9.085990 -0.81 -0.37 0.81
C -6.592690 11.611450 10.044540 -2.26 -0.13 -0.60
O -5.256760 11.593500 10.421020 1.40 -0.63 -0.26
C -4.675740 10.441940 9.916860 2.74 1.24 1.60
O -3.489130 10.151770 10.086560 -2.59 0.55 -0.18
O -5.574720 9.749660 9.296470 0.41 -1.91 -1.35
H -7.847290 8.593690 8.843340 0.08 -0.05 -0.12
H -8.957210 9.802350 9.352860 0.21 0.58 0.01
H -7.814400 9.079570 10.497140 0.14 0.34 0.14
H -6.912620 10.689320 8.031750 0.33 0.15 0.01
H -7.261800 11.388080 10.875500 0.28 0.47 0.47
H -6.914690 12.531890 9.557500 0.43 0.27 0.30
C -0.812190 14.294560 13.768550 -1.20 0.97 1.05
C -0.775810 14.178150 15.336800 -0.47 -1.14 -1.92
C -1.815310 13.292600 16.027320 -1.37 -0.43 -0.98
O -1.077260 12.447580 16.867950 1.51 -0.37 1.03
C 0.231120 12.550950 16.557550 2.65 -0.73 1.49
O 1.183850 12.026340 17.141580 -3.03 1.10 -1.74
O 0.375550 13.391870 15.500460 1.60 -0.68 1.48
H -0.616670 13.408080 13.165220 0.16 -0.47 0.83
H -0.080630 15.041610 13.460600 -0.28 0.22 -0.05
H -1.832150 14.556910 13.487570 0.09 0.57 -0.29
H -0.716360 15.096870 15.920330 0.37 0.37 -0.50
H -2.321580 12.605220 15.349610 -0.19 0.32 -0.44
H -2.576240 13.792000 16.627060 0.22 0.26 -0.09
C 3.018090 16.006840 12.332560 1.27 0.26 0.08
C 3.370580 14.562700 11.930380 -0.70 1.98 0.97
C 3.534700 13.608310 13.089320 0.76 0.50 -0.45
O 2.991320 12.434480 12.506540 0.08 -2.03 0.26
C 2.082440 12.759670 11.610770 -2.41 -0.08 -0.08
O 1.177710 12.031340 11.200910 1.90 1.04 0.20
O 2.183030 14.074870 11.365380 -1.35 -1.28 -1.74
H 2.504380 16.068190 13.291950 0.04 -0.28 0.03
H 2.415540 16.578430 11.626640 0.03 -0.53 -0.35
H 3.954870 16.557880 12.415670 0.02 0.16 0.24
H 4.197610 14.465140 11.227100 -0.05 0.19 -0.14
H 2.908270 13.882840 13.938030 0.29 -0.02 0.21
H 4.594270 13.454490 13.293660 -0.30 -0.21 0.49
C 2.509190 9.392230 9.751760 0.32 0.00 0.23
C 2.931000 9.737930 8.339810 -0.65 0.21 0.15
C 2.532290 11.122090 7.895390 -1.97 0.25 1.50
O 3.605290 11.669870 7.170680 0.34 0.28 -1.14
C 4.692630 10.984810 7.504430 3.54 -1.82 -0.55
O 5.873590 11.151490 7.157400 -4.06 0.16 1.10
O 4.317520 9.899480 8.271180 2.28 0.20 -0.29
H 2.991420 8.480530 10.104400 0.16 0.02 -0.17
H 1.438750 9.229470 9.877350 -0.07 0.23 -0.31
H 2.841900 10.203590 10.399150 -0.11 -0.11 0.17
H 2.598310 8.956740 7.656310 0.14 0.00 -0.28
H 2.459500 11.762260 8.774590 -0.36 -0.02 0.25
H 1.542390 11.078480 7.441210 0.39 0.49 -0.73
```
Forces are in eV/Å.

---

HOMO level values (in eV) by entry order: -10.20; -12.10; -9.93.